Entry 1:
{"formula": "C2Cl3N", "method": "ωB97M-V/def2-TZVPD", "species": ["Cl", "Cl", "Cl", "N", "C", "C"], "positions_angstrom": [[-1.2104, 0.2296, -1.5231], [-1.2419, -0.8567, 1.1389], [0.8586, -1.6119, -0.7520], [1.1849, 1.5299, 1.0745], [-0.2105, -0.2080, -0.2694], [0.6192, 0.9172, 0.3311]], "forces_ev_per_angstrom": [[-1.1, 0.8, -1.6], [0.6, 0.5, -0.8], [-0.3, 1.0, 0.2], [2.3, 2.7, 2.4], [1.5, -1.0, 2.6], [-3.0, -4.2, -2.8]], "homo_energy_ev": -11.63, "smiles": "N#CC(Cl)(Cl)Cl", "de_lowest_ev": 0.338}

=====

Entry 2:
{"formula": "CH3FO3S", "method": "ωB97M-V/def2-TZVPD", "species": ["S", "F", "O", "O", "O", "C", "H", "H", "H"], "positions_angstrom": [[0.4611, 1.1237, 2.4981], [1.7189, 0.1640, 3.0854], [0.9682, 2.4519, 2.4010], [0.1853, 0.4756, 0.4163], [-0.6659, 0.8735, 3.3300], [0.0672, 1.7138, -0.2918], [-0.9283, 1.7666, -0.5459], [0.5944, 1.5287, -1.2934], [0.4348, 2.4006, 0.3991]], "forces_ev_per_angstrom": [[1.2, -1.1, 2.0], [-0.8, 0.8, -0.3], [0.6, 0.8, 0.0], [-0.5, 0.1, -2.4], [-0.6, -0.3, 0.4], [2.7, -3.6, -0.9], [-2.7, 0.5, -0.5], [-0.4, 0.6, 1.4], [0.5, 2.1, 0.1]], "homo_energy_ev": [-9.36, -12.06], "s_squared": 2.0087, "spin_multiplicity": 3, "de_lowest_ev": 0.375}

=====

Entry 3:
{"formula": "C9H14O", "method": "ωB97M-V/def2-TZVPD", "species": ["O", "C", "C", "C", "C", "C", "C", "C", "C", "C", "H", "H", "H", "H", "H", "H", "H", "H", "H", "H", "H", "H", "H", "H"], "positions_angstrom": [[-1.8763, 1.9395, -1.8986], [-0.6391, 3.0214, -0.2189], [0.1967, 2.9114, 0.8844], [-0.9997, 1.7967, -0.8596], [-0.6075, 0.5470, -0.4118], [1.3201, 1.6730, 2.6915], [-0.7010, -3.3969, -0.8870], [0.5971, -3.4484, -1.6010], [0.2113, 0.4696, 0.6971], [0.5684, 1.6625, 1.4341], [-0.6655, -4.2470, -0.2692], [-0.8016, -2.4317, -0.2440], [1.3686, -4.0935, -1.0859], [0.5521, -3.8298, -2.6645], [0.4777, 3.8170, 1.3699], [2.2319, 2.3386, 2.6704], [0.4515, -0.4890, 1.1378], [-1.8104, 1.1546, -2.4850], [1.6001, 0.6660, 3.1299], [0.6517, 2.1600, 3.5565], [-0.8507, -0.2554, -1.0941], [1.0951, -2.4131, -1.6461], [-1.5444, -3.6014, -1.6186], [-0.8260, 4.0487, -0.5877]], "forces_ev_per_angstrom": [[0.2, -0.8, -1.1], [0.9, -1.0, -0.1], [-0.7, -1.3, -0.1], [-0.6, 2.1, 0.4], [0.5, 1.0, -0.7], [0.2, 0.5, 3.6], [-1.4, 1.2, -0.2], [3.2, 1.0, -1.5], [0.2, 1.6, 1.9], [-0.8, -0.7, -2.4], [-0.6, -0.9, 1.3], [-0.2, -1.8, -1.2], [-0.9, 0.6, -0.4], [-0.1, 0.4, 1.1], [0.4, 0.5, 0.5], [-0.8, -0.8, -0.1], [0.3, -0.1, -0.2], [-0.2, 0.7, 0.6], [-0.2, 1.1, -0.9], [1.3, -1.0, -1.8], [-0.1, -0.5, 0.5], [-0.7, -1.4, -0.2], [0.7, 0.9, 1.1], [-0.4, -1.1, -0.1]], "homo_energy_ev": -8.17, "smiles": "Cc1ccc(O)cc1.CC", "de_lowest_ev": 1.231}

=====

Entry 4:
{"formula": "C3H7N4", "method": "ωB97M-V/def2-TZVPD", "species": ["N", "N", "N", "N", "C", "C", "C", "H", "H", "H", "H", "H", "H", "H"], "positions_angstrom": [[0.0516, 0.7095, -0.5451], [-1.6951, -0.5473, -1.0322], [1.7448, -0.1347, 1.8684], [0.6474, -0.2120, 1.1823], [-1.8544, -1.7196, -1.1577], [0.7960, -0.4362, -0.1612], [-1.3162, 0.5738, -0.5833], [1.6558, 0.2417, 2.8582], [-1.9207, 1.3274, -0.0372], [0.2525, -1.2812, -0.6136], [0.4618, 1.6275, -0.3844], [2.6176, -0.2001, 1.3534], [-2.0632, -2.3380, -1.9694], [1.8227, -0.3994, -0.6648]], "forces_ev_per_angstrom": [[-1.0, 2.1, -1.1], [-1.7, -1.0, -0.2], [-0.6, 0.9, 1.0], [0.6, -1.0, 2.5], [0.3, 0.3, 1.0], [1.6, -0.4, -2.7], [1.4, 2.4, 1.2], [0.4, -0.7, -1.9], [0.0, -0.8, -0.9], [0.5, -0.4, 0.8], [-0.3, -0.4, 0.0], [0.3, 0.0, 0.6], [-0.5, -0.9, -1.4], [-1.0, -0.2, 1.1]], "homo_energy_ev": [-12.52, -11.74], "total_charge": 1, "de_lowest_ev": 5.847}